1.
Below is a molecular structure, C14H31AuN3O2Ta at a distorted geometry, with properties calculated with the ωB97M-V functional and the def2-TZVPD basis.

E_HOMO: -15.8 eV
E: -1058.94645 hartree
relative energy (zero: lowest compared OMol25 entry of this formula, charge and spin): 0.0 kJ/mol
HOMO-LUMO gap: 6.60 eV
LUMO level: -9.228 eV
net charge: +2

Geometry as XYZ:
```
52
Properties=species:S:1:pos:R:3:lowdin_charge:R:1
N 2.228 -0.605 -0.081 -0.0759
C 3.111 -1.086 0.636 -0.3563
O 3.947 -1.567 1.311 0.2238
Au 0.540 0.990 -3.117 0.8932
Ta 0.402 -0.079 -0.570 1.6805
N -0.429 -1.794 -1.039 -0.2746
N -0.202 1.767 -1.298 -0.3979
C -0.340 -3.089 -0.318 -0.6504
C 0.483 3.065 -1.038 -0.6768
C 0.796 -3.878 -0.963 -0.0228
C -1.665 -3.841 -0.453 -0.0261
C -0.036 -2.853 1.150 -0.0496
C 0.112 3.988 -2.197 -0.0258
C 0.021 3.621 0.306 -0.0047
C 1.978 2.795 -1.031 -0.0571
H 0.591 -4.068 -2.022 0.0837
H 0.906 -4.844 -0.449 0.1132
H 1.743 -3.327 -0.888 0.0787
H -2.503 -3.208 -0.137 0.1007
H -1.638 -4.728 0.193 0.1080
H -1.837 -4.187 -1.478 0.0905
H 0.944 -2.385 1.309 0.0537
H -0.002 -3.836 1.649 0.1168
H -0.827 -2.267 1.637 0.0717
H 0.343 3.498 -3.153 0.0635
H 0.703 4.910 -2.124 0.1173
H -0.955 4.236 -2.172 0.1004
H -1.001 4.013 0.240 0.0951
H 0.687 4.450 0.585 0.1195
H 0.065 2.850 1.088 0.0645
H 2.269 2.057 -0.264 0.0705
H 2.493 3.747 -0.831 0.1200
H 2.308 2.431 -2.017 0.0642
C -1.694 1.798 -1.258 -0.0891
H -2.084 0.827 -0.896 0.0838
H -2.050 2.592 -0.584 0.1039
H -2.093 1.974 -2.270 0.1013
C -0.995 -1.882 -2.399 -0.1281
H -2.092 -1.774 -2.379 0.1052
H -0.581 -1.082 -3.042 0.0112
H -0.715 -2.841 -2.860 0.0968
C -1.570 0.189 3.111 -0.0331
C -0.237 0.742 2.686 -0.3452
C 1.003 0.185 3.329 -0.0329
O -0.117 0.387 1.153 -0.3811
H -1.610 -0.902 2.996 0.0780
H -2.385 0.630 2.526 0.0925
H -1.760 0.419 4.169 0.1120
H -0.233 1.836 2.727 0.1246
H 1.063 -0.905 3.211 0.0863
H 1.911 0.630 2.909 0.0880
H 1.002 0.401 4.408 0.1144
```

2.
Below is 8 unconnected molecules or ions with the total composition C14H31B3IN7O19 at a distorted geometry, with properties calculated with the ωB97M-V functional and the def2-TZVPD basis.

E_HOMO: -9.6 eV
structure (SMILES): C#CCB1OB(I)OB(CCOC(C)=O)O1.C[N+](=O)[O-].C[N+](=O)[O-].C[N+](=O)[O-].C[N+](=O)[O-].C[N+](=O)[O-].C[N+](=O)[O-].C[N+](=O)[O-]
E: -2736.69094 hartree
HOMO-LUMO gap: 9.22 eV
LUMO level: -0.397 eV

Geometry as XYZ:
```
75
Properties=species:S:1:pos:R:3:lowdin_charge:R:1
C 2.397 -1.393 3.345 0.0769
C 2.119 -0.251 2.991 -0.1011
C 1.686 1.103 2.306 -0.0611
B 1.128 0.749 0.816 -0.4463
O 1.921 0.926 -0.359 0.1748
B 1.375 0.227 -1.467 -0.9555
I 1.534 1.152 -3.445 0.8587
O 0.716 -1.025 -1.290 0.1677
B -0.164 -0.953 -0.147 -0.4383
C -1.102 -2.199 0.225 -0.0088
C -2.265 -1.855 1.264 -0.1702
O -3.505 -1.461 0.634 -0.0318
C -3.537 -0.094 0.341 -0.4319
C -3.477 1.068 1.395 0.0068
O -3.659 0.219 -0.841 0.0704
O -0.202 0.218 0.699 0.2087
H 2.625 -2.512 3.305 0.0380
H 0.832 1.583 2.872 0.1190
H 2.547 1.846 2.253 0.0763
H -0.456 -3.017 0.675 0.0893
H -1.591 -2.608 -0.708 0.1346
H -2.478 -2.828 1.820 0.1258
H -1.912 -1.128 2.059 0.1353
H -2.419 1.374 1.660 0.0836
H -3.977 2.007 0.988 0.0972
H -4.004 0.841 2.374 0.0942
C -5.507 -0.326 -3.048 0.0309
N -6.535 -1.239 -3.616 -0.4331
O -6.224 -2.410 -3.771 0.0393
O -7.617 -0.751 -3.887 0.0654
H -4.601 -0.893 -2.857 0.0812
H -5.324 0.457 -3.780 0.0734
H -5.907 0.083 -2.123 0.0992
C 3.278 5.602 3.251 0.0528
N 2.766 4.278 2.811 -0.4156
O 1.953 4.263 1.903 0.0800
O 3.199 3.297 3.395 0.0460
H 2.810 6.377 2.649 0.1038
H 3.019 5.721 4.302 0.1073
H 4.354 5.601 3.107 0.0676
C -2.839 3.753 -3.706 0.0494
N -3.866 2.840 -4.273 -0.4361
O -3.554 1.672 -4.427 0.0536
O -4.948 3.328 -4.544 0.0691
H -1.932 3.183 -3.515 0.0865
H -2.656 4.536 -4.438 0.1015
H -3.240 4.162 -2.781 0.1017
C 3.999 -4.032 -0.100 0.0565
N 4.187 -3.992 1.375 -0.4286
O 3.195 -4.142 2.070 0.0157
O 5.317 -3.812 1.782 0.0794
H 2.946 -4.199 -0.314 0.0887
H 4.328 -3.074 -0.498 0.1040
H 4.606 -4.850 -0.485 0.1028
C -3.628 -3.248 -5.286 0.0299
N -2.292 -3.144 -5.932 -0.4488
O -2.146 -2.287 -6.785 0.0627
O -1.438 -3.929 -5.559 0.0528
H -4.284 -2.494 -5.713 0.0883
H -4.011 -4.248 -5.483 0.1038
H -3.491 -3.081 -4.220 0.0926
C 7.854 6.527 3.671 0.0478
N 6.534 7.106 3.305 -0.4457
O 6.055 6.780 2.231 0.0473
O 6.024 7.865 4.108 0.0695
H 8.184 5.873 2.867 0.0968
H 8.548 7.354 3.807 0.1026
H 7.721 5.966 4.595 0.1033
C 0.218 -6.643 2.602 0.0501
N 0.055 -5.326 1.933 -0.4268
O -0.460 -4.429 2.578 0.0638
O 0.450 -5.240 0.784 0.0547
H -0.175 -6.573 3.613 0.0969
H -0.338 -7.377 2.021 0.1025
H 1.282 -6.874 2.615 0.1010
```

3.
Below is 7 unconnected molecules or ions with the total composition C14H31F6N5O7P at a distorted geometry, with properties calculated with the ωB97M-V functional and the def2-TZVPD basis.

E_HOMO: -7.6 eV
E: -2293.53905 hartree
HOMO-LUMO gap: 9.88 eV
LUMO level: 2.245 eV
net charge: -1

Geometry as XYZ:
```
64
Properties=species:S:1:pos:R:3:lowdin_charge:R:1
P -0.986 1.002 -0.554 0.1905
F -0.662 2.249 0.396 -0.1417
F -0.219 1.642 -1.837 -0.1699
F 0.320 0.170 -0.162 -0.1377
F -1.529 -0.203 -1.503 -0.1646
F -1.840 0.361 0.693 -0.1801
F -2.363 1.772 -1.001 -0.1684
O 4.695 2.807 1.117 0.0261
C 4.050 1.941 0.555 -0.6026
N 2.826 2.223 0.047 0.1682
C 4.449 0.491 0.602 -0.0109
H 2.484 3.162 0.162 0.1091
H 2.283 1.599 -0.523 0.0693
H 3.916 -0.047 -0.191 0.0691
H 4.253 -0.011 1.545 0.0794
H 5.509 0.404 0.367 0.0813
O 0.597 2.651 -6.299 0.0125
C 0.182 2.699 -5.148 -0.6008
N -0.434 1.641 -4.558 0.1638
C 0.332 3.939 -4.299 -0.0149
H -0.559 0.906 -5.238 0.1087
H -0.391 1.473 -3.560 0.0540
H -0.609 4.191 -3.813 0.0806
H 0.691 4.790 -4.870 0.0744
H 1.096 3.747 -3.540 0.0770
O 0.842 -2.767 -4.659 0.0173
C 1.022 -1.865 -3.857 -0.5945
N 0.298 -1.736 -2.720 0.1686
C 2.030 -0.770 -4.116 -0.0131
H -0.443 -2.393 -2.551 0.1135
H 0.370 -0.888 -2.190 0.0404
H 2.001 -0.344 -5.116 0.0817
H 3.064 -1.097 -3.993 0.0804
H 1.861 0.046 -3.406 0.0570
O -0.966 2.653 5.258 0.0310
C -1.138 1.979 4.262 -0.5965
N -0.463 2.142 3.101 0.1643
C -2.190 0.881 4.175 -0.0135
H -0.766 1.707 2.244 0.0453
H 0.399 2.650 2.992 0.1081
H -2.419 0.664 5.219 0.0902
H -1.988 0.049 3.521 0.0404
H -3.080 1.451 3.872 0.0996
O -4.599 -3.448 1.945 0.0171
C -4.242 -2.282 2.026 -0.6001
N -3.942 -1.691 3.209 0.1696
C -4.204 -1.400 0.807 -0.0115
H -3.587 -0.749 3.225 0.0411
H -3.889 -2.233 4.055 0.1127
H -4.276 -0.341 1.066 0.0755
H -5.001 -1.677 0.127 0.0844
H -3.246 -1.429 0.292 0.0609
O -0.212 -3.256 4.220 0.1223
C 0.387 -2.932 3.241 -0.4839
O 1.692 -3.255 3.072 0.0181
C 2.117 -3.081 1.709 -0.1367
C 0.867 -2.595 0.936 -0.1369
C -0.092 -2.159 2.034 -0.0724
H 2.396 -4.089 1.399 0.1182
H 2.995 -2.448 1.588 0.1071
H 0.514 -3.463 0.382 0.1171
H 1.087 -1.815 0.222 0.0754
H -1.094 -2.524 1.797 0.1222
H -0.196 -1.094 2.226 0.1069
```

4.
Below is 4 unconnected molecules or ions with the total composition C14H31N2O9, with properties calculated with the ωB97M-V functional and the def2-TZVPD basis.

E_HOMO: -1.2 eV
E: -1338.69805 hartree
HOMO-LUMO gap: 2.99 eV
LUMO level: 1.841 eV
net charge: -1

Geometry as XYZ:
```
56
Properties=species:S:1:pos:R:3:lowdin_charge:R:1
N 4.244 -7.022 -1.436 -0.2034
C 3.192 -6.756 -2.353 -0.5648
C 2.002 -7.738 -2.227 -0.3504
N 0.735 -7.308 -2.851 -0.0499
H 5.094 -7.205 -1.963 -0.1318
H 3.490 -6.767 -3.428 0.0721
H 2.704 -5.746 -2.211 0.0599
H 1.847 -7.918 -1.156 0.0686
H 2.285 -8.701 -2.668 0.0822
H 0.764 -7.486 -3.847 0.0366
H 0.650 -6.299 -2.746 0.0412
C -2.226 -2.241 1.324 -0.0664
C -1.120 -3.129 1.850 -0.2141
O -1.501 -4.514 1.855 0.0253
C -1.403 -5.126 0.665 -0.6132
O -1.015 -4.612 -0.351 0.1237
O -1.745 -6.396 0.823 0.0021
C -1.540 -7.217 -0.344 -0.0271
H -3.146 -2.406 1.888 0.0752
H -1.941 -1.192 1.426 0.0710
H -2.417 -2.449 0.273 0.0763
H -0.900 -2.910 2.894 0.1205
H -0.209 -3.012 1.265 0.1256
H -0.507 -7.187 -0.682 0.0656
H -2.184 -6.885 -1.155 0.0928
H -1.806 -8.222 -0.032 0.0905
C -1.075 5.078 2.106 -0.0616
C -1.093 3.907 1.152 -0.1996
O -1.479 2.685 1.815 0.0391
C -2.784 2.519 1.999 -0.6154
O -3.658 3.270 1.644 0.1175
O -2.972 1.350 2.612 -0.0043
C -4.341 1.024 2.866 -0.0379
H -0.428 4.863 2.958 0.0813
H -0.678 5.950 1.586 0.0720
H -2.074 5.310 2.472 0.0762
H -0.098 3.698 0.767 0.1203
H -1.768 4.083 0.316 0.1246
H -4.931 1.104 1.955 0.0964
H -4.755 1.690 3.622 0.0959
H -4.334 -0.001 3.223 0.0894
C 2.064 6.852 -3.431 -0.0633
C 1.157 7.398 -2.353 -0.2067
O 1.139 6.540 -1.194 0.0295
C 2.177 6.671 -0.370 -0.6155
O 3.074 7.467 -0.474 0.1231
O 2.029 5.794 0.621 -0.0140
C 3.075 5.808 1.600 -0.0278
H 1.775 5.834 -3.692 0.0834
H 1.983 7.472 -4.324 0.0800
H 3.102 6.856 -3.102 0.0773
H 0.118 7.421 -2.676 0.1224
H 1.459 8.398 -2.044 0.1213
H 3.227 6.816 1.982 0.0958
H 4.004 5.444 1.164 0.0995
H 2.738 5.142 2.387 0.0930
```

The lowest E_HOMO belongs to which entry?
C14H31AuN3O2Ta

What did the third record say?
Below is 7 unconnected molecules or ions with the total composition C14H31F6N5O7P at a distorted geometry, with properties calculated with the ωB97M-V functional and the def2-TZVPD basis.

E_HOMO: -7.6 eV
E: -2293.53905 hartree
HOMO-LUMO gap: 9.88 eV
LUMO level: 2.245 eV
net charge: -1

Geometry as XYZ:
```
64
Properties=species:S:1:pos:R:3:lowdin_charge:R:1
P -0.986 1.002 -0.554 0.1905
F -0.662 2.249 0.396 -0.1417
F -0.219 1.642 -1.837 -0.1699
F 0.320 0.170 -0.162 -0.1377
F -1.529 -0.203 -1.503 -0.1646
F -1.840 0.361 0.693 -0.1801
F -2.363 1.772 -1.001 -0.1684
O 4.695 2.807 1.117 0.0261
C 4.050 1.941 0.555 -0.6026
N 2.826 2.223 0.047 0.1682
C 4.449 0.491 0.602 -0.0109
H 2.484 3.162 0.162 0.1091
H 2.283 1.599 -0.523 0.0693
H 3.916 -0.047 -0.191 0.0691
H 4.253 -0.011 1.545 0.0794
H 5.509 0.404 0.367 0.0813
O 0.597 2.651 -6.299 0.0125
C 0.182 2.699 -5.148 -0.6008
N -0.434 1.641 -4.558 0.1638
C 0.332 3.939 -4.299 -0.0149
H -0.559 0.906 -5.238 0.1087
H -0.391 1.473 -3.560 0.0540
H -0.609 4.191 -3.813 0.0806
H 0.691 4.790 -4.870 0.0744
H 1.096 3.747 -3.540 0.0770
O 0.842 -2.767 -4.659 0.0173
C 1.022 -1.865 -3.857 -0.5945
N 0.298 -1.736 -2.720 0.1686
C 2.030 -0.770 -4.116 -0.0131
H -0.443 -2.393 -2.551 0.1135
H 0.370 -0.888 -2.190 0.0404
H 2.001 -0.344 -5.116 0.0817
H 3.064 -1.097 -3.993 0.0804
H 1.861 0.046 -3.406 0.0570
O -0.966 2.653 5.258 0.0310
C -1.138 1.979 4.262 -0.5965
N -0.463 2.142 3.101 0.1643
C -2.190 0.881 4.175 -0.0135
H -0.766 1.707 2.244 0.0453
H 0.399 2.650 2.992 0.1081
H -2.419 0.664 5.219 0.0902
H -1.988 0.049 3.521 0.0404
H -3.080 1.451 3.872 0.0996
O -4.599 -3.448 1.945 0.0171
C -4.242 -2.282 2.026 -0.6001
N -3.942 -1.691 3.209 0.1696
C -4.204 -1.400 0.807 -0.0115
H -3.587 -0.749 3.225 0.0411
H -3.889 -2.233 4.055 0.1127
H -4.276 -0.341 1.066 0.0755
H -5.001 -1.677 0.127 0.0844
H -3.246 -1.429 0.292 0.0609
O -0.212 -3.256 4.220 0.1223
C 0.387 -2.932 3.241 -0.4839
O 1.692 -3.255 3.072 0.0181
C 2.117 -3.081 1.709 -0.1367
C 0.867 -2.595 0.936 -0.1369
C -0.092 -2.159 2.034 -0.0724
H 2.396 -4.089 1.399 0.1182
H 2.995 -2.448 1.588 0.1071
H 0.514 -3.463 0.382 0.1171
H 1.087 -1.815 0.222 0.0754
H -1.094 -2.524 1.797 0.1222
H -0.196 -1.094 2.226 0.1069
```